# C11H20N2O5S4TeTi

A structure of composition C11H20N2O5S4TeTi in a non-equilibrium geometry (ωB97M-V with the def2-TZVPD basis set, OMol25).

As for the gap between HOMO and LUMO (alpha / beta): 6.84 / 6.83 eV. The spin multiplicity is 1. The net charge is 0. For the energy relative to the best compared isomer or geometry (same formula, charge and spin), the calculation gives 11.2 kcal/mol. The lowest unoccupied orbital energy (alpha / beta) comes out at -0.27 / -0.27 eV. Its HOMO energy (alpha / beta) is -7.105 / -7.105 eV.

Structure (XYZ):
```
44
Properties=species:S:1:pos:R:3:mulliken_charge:R:1
Ti 1.29071 -0.48311 -0.10498 -0.151
C 0.40493 2.48436 0.48560 -0.872
C 0.06647 3.12722 -0.92782 -0.717
O -0.95580 2.44981 -1.60772 -0.262
C -2.30336 2.70435 -1.36093 -0.665
C -3.11952 1.63643 -2.15305 -0.560
O -2.85996 0.26095 -1.81053 -0.387
C -1.71775 -0.30752 -2.46555 -0.279
C -1.37841 -1.52486 -1.63927 -0.872
O -0.69072 -0.98986 -0.42185 0.047
C -1.57011 -0.71823 0.64663 -0.797
C -1.12580 0.64574 1.21230 -0.605
O 0.05168 1.06813 0.54779 0.879
H -0.06764 2.95855 1.32263 0.438
H 1.44849 2.56973 0.78919 0.605
H 0.95076 3.00485 -1.56721 0.256
H -0.08098 4.20841 -0.70187 0.388
H -2.55720 3.66862 -1.80105 0.468
H -2.60363 2.75711 -0.35205 0.392
H -2.93130 1.80946 -3.22158 0.355
H -4.19870 1.80313 -1.86595 0.313
H -0.90265 0.37100 -2.44141 0.027
H -2.00910 -0.57330 -3.46691 0.544
H -0.65338 -2.22200 -2.09155 0.408
H -2.26238 -2.09918 -1.30484 0.359
H -1.30701 -1.45359 1.40620 0.442
H -2.58329 -0.64119 0.28431 0.460
H -0.98454 0.56369 2.26956 0.563
H -1.96539 1.32467 1.08495 0.262
O 2.33491 -6.73938 3.10740 -0.596
C 2.22321 -5.75701 2.39839 0.626
S 2.62948 -5.48759 0.70782 -0.142
C 2.01226 -3.71402 0.68280 0.062
C 1.57641 -3.26980 1.86663 0.170
S 1.06296 -1.63498 2.18121 -0.523
S 1.72162 -4.32022 3.24276 -0.159
S 2.20694 -2.61602 -0.69223 -0.353
N 2.84149 1.32376 2.12017 -0.529
N 2.98765 0.46821 0.97261 -0.328
H 3.63465 1.46173 2.73680 0.254
H 2.06778 0.99508 2.69475 0.166
H 3.61868 -0.30314 1.23545 0.342
H 3.52651 1.05602 0.26381 0.337
Te 2.17105 0.13400 -2.26142 -0.367
```

---

# C41H68BF4NO14Si

A cluster of 5 separate species, C41H68BF4NO14Si in total in a non-equilibrium geometry (ωB97M-V with the def2-TZVPD basis set, OMol25).

As for the gap between HOMO and LUMO: 8.75 eV. The spin multiplicity is 1. The net charge is 0. For the energy relative to the best compared isomer or geometry (same formula, charge and spin), the calculation gives 190.3 kcal/mol. The lowest unoccupied orbital energy comes out at 0.48 eV. Its HOMO energy is -8.272 eV.

Structure (XYZ):
```
130
Properties=species:S:1:pos:R:3:mulliken_charge:R:1
C -1.10033 -3.10122 1.84230 -1.172
C -0.16667 -1.76353 1.85814 0.826
C 0.22477 -1.27032 3.33452 -0.228
C -0.85319 -0.31125 4.04056 -0.821
C -1.41167 0.87624 3.12057 -0.173
C -0.36316 2.12005 2.96356 -0.426
C 0.30105 2.07916 1.49078 1.856
C 0.02728 3.38150 0.59408 -1.147
C 0.99753 3.31841 -0.72154 -0.194
C 0.52533 2.11043 -1.67428 -0.458
Si 1.92837 0.87608 -2.16809 -0.641
C 3.00802 1.74153 -3.54168 0.118
C 2.47345 1.48618 -5.03595 -0.555
C 3.32075 0.45434 -5.93710 -0.955
C 4.19545 -0.64366 -5.15426 0.440
C 5.77400 -0.23627 -5.06496 -0.380
C 6.56263 -1.56414 -4.52983 -1.007
C 6.27785 -1.88905 -2.97932 0.968
C 7.50827 -1.44426 -2.00085 -0.437
O 7.98028 -2.53837 -1.17096 -0.453
C 7.33777 -2.53739 0.12703 -0.339
C 1.07329 -0.61108 -3.01816 -0.606
C 0.71887 -1.85879 -2.06610 0.325
C 0.89702 -3.19109 -2.98327 -0.019
C -0.31300 -4.04331 -3.46814 -0.568
C 0.00841 -5.27885 -4.39183 -0.421
C 1.48825 -5.56984 -4.77858 -0.337
C 2.70606 -4.73034 -4.27870 -0.581
C 2.39117 -3.51777 -3.36879 0.118
B 3.08840 0.43717 -0.67085 -0.231
O 2.44109 -0.15154 0.50768 -0.344
N 4.56778 0.61995 -0.59080 1.303
C 4.97097 0.30210 0.83988 -1.462
C 4.99690 2.04480 -0.78629 -0.725
H -1.88651 -2.92176 1.01709 0.222
H -0.45091 -3.99144 1.49209 0.338
H -1.56562 -3.33156 2.85818 0.323
H -0.61080 -0.95017 1.18454 -0.308
H 0.81982 -2.08857 1.34401 -0.106
H 1.28998 -0.82363 3.34117 -0.253
H 0.29248 -2.22067 3.99000 0.459
H -1.77499 -0.89788 4.41907 0.252
H -0.34897 0.09738 4.99805 0.319
H -2.31106 1.32997 3.69427 0.118
H -1.84079 0.53389 2.11181 0.180
H -0.94514 3.10814 3.06484 0.392
H 0.48473 2.02322 3.73303 0.043
H 1.43003 1.98969 1.62923 -0.396
H -0.16416 1.18539 0.94251 -1.014
H -1.05054 3.46926 0.20429 0.213
H 0.34504 4.31928 1.19357 0.408
H 0.88963 4.31258 -1.30331 0.345
H 2.06980 3.24350 -0.33622 -0.021
H -0.31609 1.48198 -1.18355 0.404
H 0.05967 2.49908 -2.66193 0.527
H 2.86840 2.87665 -3.33869 0.587
H 4.13311 1.55199 -3.40040 -0.397
H 1.35796 1.20187 -5.09159 0.199
H 2.54423 2.50915 -5.57739 0.407
H 2.56364 -0.13712 -6.58508 0.289
H 4.01647 0.97455 -6.70167 0.321
H 4.18574 -1.61947 -5.77713 0.423
H 3.84135 -0.89472 -4.10064 -0.702
H 5.97605 0.57555 -4.28451 -0.033
H 6.19190 0.09948 -6.07505 0.462
H 6.13066 -2.45764 -5.12749 0.291
H 7.69587 -1.50814 -4.75628 0.438
H 5.35466 -1.33207 -2.56011 -0.748
H 6.05097 -3.00879 -2.82335 0.271
H 7.20255 -0.50974 -1.39331 0.078
H 8.36231 -1.14102 -2.70502 0.344
H 7.64902 -3.41704 0.79240 0.295
H 7.55798 -1.56961 0.70908 0.160
H 6.20785 -2.67315 -0.07113 0.103
H 0.06028 -0.21566 -3.42452 0.411
H 1.63817 -0.96701 -3.96360 0.498
H -0.39671 -1.85656 -1.76914 0.331
H 1.36314 -1.96584 -1.13244 -0.218
H -1.38838 -3.77962 -3.16967 0.292
H -0.88544 -5.88787 -4.76890 0.305
H 1.74624 -6.44684 -5.47876 0.275
H 3.78734 -4.93432 -4.57416 0.325
H 3.24270 -2.84128 -2.99365 0.149
H 1.47760 -0.16337 0.30418 -0.519
H 6.10051 0.53379 0.96130 0.322
H 4.44020 1.03617 1.55431 0.499
H 4.82499 -0.79382 1.11383 0.165
H 5.67942 2.44889 0.03739 0.411
H 5.63301 2.06385 -1.75729 0.166
H 4.14787 2.78813 -0.95919 0.073
O -4.31147 -0.83369 1.70625 -0.531
C -5.12440 -0.25484 2.37319 0.636
O -6.42421 -0.07788 2.00700 -0.281
C -7.07994 0.52858 3.11200 0.020
C -5.94866 1.17937 3.83883 0.368
F -6.17897 1.20465 5.17529 -0.307
O -4.86033 0.31286 3.58721 -0.267
H -7.57591 -0.24377 3.70739 0.096
H -7.82722 1.24652 2.77817 -0.031
H -5.70676 2.18601 3.48553 0.341
O -10.60425 3.23233 2.59037 -0.497
C -10.80564 2.41344 3.43953 0.500
O -12.02413 2.18570 4.00778 -0.327
C -11.87227 1.06093 4.86150 -0.434
C -10.40538 1.07517 5.15252 0.276
F -9.93342 -0.18180 5.33399 -0.302
O -9.84489 1.59818 3.96555 -0.069
H -12.18822 0.15761 4.33196 0.281
H -12.47688 1.16840 5.76330 0.278
H -10.12099 1.70385 6.00135 0.296
O -8.50307 2.12804 0.87808 -0.481
C -9.14193 2.12721 -0.13204 0.578
O -10.27507 1.39318 -0.31891 -0.277
C -10.79941 1.76984 -1.58384 -0.428
C -9.58948 2.29627 -2.28762 0.299
F -9.92086 3.28496 -3.15190 -0.293
O -8.82341 2.85321 -1.23964 -0.299
H -11.57124 2.53211 -1.44472 0.293
H -11.24034 0.91375 -2.09679 0.259
H -9.00258 1.53245 -2.80613 0.283
O 3.22081 2.15215 4.42759 -0.505
C 4.05564 1.34069 4.70281 0.704
O 5.39745 1.57583 4.64591 -0.322
C 6.03503 0.41973 5.16968 -0.500
C 4.99913 -0.63900 4.96157 0.591
F 5.06488 -1.58148 5.93215 -0.313
O 3.78346 0.06677 5.10179 -0.288
H 6.26735 0.58022 6.22631 0.301
H 6.96209 0.20657 4.63519 0.293
H 5.03530 -1.11697 3.97799 0.064
```

---

# C51H45GaN5O5SSeSi

A structure of composition C51H45GaN5O5SSeSi (ωB97M-V with the def2-TZVPD basis set, OMol25).

As for the gap between HOMO and LUMO: 5.25 eV. The spin multiplicity is 1. The net charge is -1. The lowest unoccupied orbital energy comes out at 1.23 eV. Its HOMO energy is -4.020 eV.

Structure (XYZ):
```
110
Properties=species:S:1:pos:R:3:mulliken_charge:R:1
Ga -0.04787 -0.27359 -0.36272 0.030
C 3.68772 8.90627 -0.08508 -0.873
O 4.02179 7.69475 0.56102 -0.464
C 3.26871 6.59408 0.25123 1.036
C 2.28619 6.57974 -0.72970 -0.594
C 1.58788 5.39661 -0.97797 -0.202
C 1.85034 4.24029 -0.26709 -1.062
C 2.84118 4.27490 0.72121 0.129
C 3.54619 5.43619 0.97538 -0.952
C 1.12200 2.96061 -0.51893 0.730
C -0.14608 2.79139 0.01906 0.606
C -0.86775 3.83010 0.70569 -1.222
C -1.96710 3.25703 1.23445 -1.300
C -1.91659 1.86074 0.88834 0.465
N -0.82500 1.60644 0.10026 0.029
C -2.81111 0.91739 1.37306 1.046
C -2.81149 -0.40483 0.95604 0.123
C -3.76188 -1.40035 1.37500 -1.377
C -3.51996 -2.50365 0.63135 -1.154
C -2.43422 -2.17977 -0.25477 0.269
C -1.98030 -3.01747 -1.26333 1.027
C -2.49915 -4.42012 -1.29201 -1.091
C -1.76117 -5.42310 -0.67951 -0.251
C -2.20703 -6.74410 -0.67386 -0.609
C -3.41105 -7.06146 -1.29148 1.006
O -3.94097 -8.32218 -1.33837 -0.476
C -3.20530 -9.35776 -0.71558 -0.852
C -4.16139 -6.06421 -1.90878 -0.880
C -3.70397 -4.75764 -1.90580 0.206
C -0.99995 -2.67073 -2.18303 0.434
N -0.24588 -1.53214 -2.15601 -0.242
C 0.77790 -1.76104 -3.02373 0.354
C 1.93803 -1.00016 -3.12019 1.287
C 3.02413 -1.47606 -4.03055 -1.298
C 4.11836 -2.16699 -3.51300 0.001
C 5.13894 -2.61053 -4.34248 -0.570
C 5.06267 -2.37778 -5.70930 0.554
O 6.07998 -2.75910 -6.55617 -0.477
C 6.28129 -4.16229 -6.63804 -0.785
C 3.98128 -1.69812 -6.24232 -0.729
C 2.97223 -1.24406 -5.40003 0.042
C 2.15284 0.16876 -2.40778 0.213
C 3.27944 1.03952 -2.61095 -1.395
C 3.04551 2.15828 -1.89141 -1.357
C 1.77881 1.97589 -1.23492 0.534
N 1.26750 0.74293 -1.53542 0.307
C 0.59774 -3.01901 -3.71424 -0.899
C -0.50851 -3.58369 -3.19216 -1.401
N -1.98866 -0.91133 -0.00990 -0.016
C -3.84056 1.35317 2.36586 -1.031
C -5.17161 1.54977 1.99813 0.067
C -6.11864 1.95111 2.92334 -0.877
C -5.74794 2.16632 4.24769 1.006
O -6.74779 2.56305 5.09260 -0.476
C -6.40714 2.75441 6.45308 -0.838
C -4.42720 1.97693 4.63689 -0.712
C -3.48949 1.57188 3.68859 -0.283
H 4.34110 9.66952 0.32850 0.248
H 2.64769 9.18429 0.10198 0.349
H 3.84964 8.84269 -1.16439 0.325
H 2.06502 7.45839 -1.31552 0.399
H 0.83141 5.38028 -1.75449 0.467
H 3.03844 3.36641 1.28484 0.647
H 4.31570 5.46926 1.73671 0.437
H -0.54638 4.85631 0.78951 0.463
H -2.73559 3.71453 1.83720 0.456
H -4.51354 -1.25721 2.13489 0.529
H -4.03915 -3.44836 0.65254 0.522
H -0.82477 -5.16445 -0.19097 0.546
H -1.60986 -7.49732 -0.18267 0.422
H -3.78128 -10.26808 -0.85641 0.238
H -3.07965 -9.17249 0.35370 0.333
H -2.22069 -9.47977 -1.17299 0.331
H -5.09650 -6.33352 -2.38325 0.412
H -4.28863 -3.98123 -2.38618 0.453
H 4.16979 -2.34479 -2.44384 0.530
H 5.99956 -3.12131 -3.92851 0.442
H 7.17154 -4.31977 -7.24197 0.248
H 5.42709 -4.65024 -7.11458 0.279
H 6.43544 -4.60372 -5.65186 0.322
H 3.94934 -1.51533 -7.30905 0.409
H 2.13036 -0.69849 -5.81123 0.485
H 4.11392 0.82549 -3.25899 0.492
H 3.65068 3.04749 -1.82325 0.507
H 1.25914 -3.41605 -4.46787 0.498
H -0.94667 -4.53992 -3.42957 0.508
H -5.46400 1.38138 0.96789 0.491
H -7.15227 2.10544 2.64056 0.409
H -7.32496 3.03579 6.96152 0.241
H -5.67051 3.55249 6.57088 0.326
H -6.01354 1.83831 6.89914 0.332
H -4.11045 2.13592 5.65632 0.427
H -2.45966 1.42398 3.98620 0.545
O 1.47583 -4.33885 0.61668 -0.588
S 1.79920 -2.95661 0.25352 0.184
N 0.77219 -1.92941 0.27482 -0.087
C 3.15458 1.94469 4.64023 -1.181
Si 1.46722 1.49356 3.94944 0.778
C 0.48799 3.08925 3.92906 -0.536
C 0.66301 0.40992 5.24918 -1.106
Se 1.73733 0.47700 2.00663 -0.360
H 3.09474 2.31063 5.67308 0.330
H 3.62180 2.72068 4.02567 0.245
H 3.80370 1.06565 4.61403 0.274
H 0.53733 3.58433 4.90745 0.442
H -0.56172 2.91099 3.68697 -0.112
H 0.88447 3.77413 3.17332 0.077
H 0.78230 0.86554 6.24030 0.302
H 1.13023 -0.57788 5.25836 0.297
H -0.40385 0.26519 5.06478 0.218
```

---

# C4H10NO2S

The ion C4H10NO2S with charge +1 in a non-equilibrium geometry (ωB97M-V with the def2-TZVPD basis set, OMol25).

As for the gap between HOMO and LUMO (alpha / beta): 8.66 / 8.67 eV. The spin multiplicity is 1. The net charge is +1. For the energy relative to the best compared isomer or geometry (same formula, charge and spin), the calculation gives 99.5 kcal/mol. The lowest unoccupied orbital energy (alpha / beta) comes out at -3.77 / -3.77 eV. Its HOMO energy (alpha / beta) is -12.433 / -12.433 eV.

Structure (XYZ):
```
18
Properties=species:S:1:pos:R:3:mulliken_charge:R:1
C 1.74606 -1.91026 0.37109 -1.300
C 1.00403 -0.80704 -0.31101 0.384
S 2.11163 0.68689 -0.55649 -0.347
O -0.07979 -0.52156 0.61116 -0.308
C -0.83494 0.52770 0.35903 0.235
N -0.45504 1.93106 0.44434 -0.182
C -2.26997 0.40445 -0.53850 -0.334
O -2.81769 -0.74968 -0.86442 -0.391
H 1.39196 -2.91750 0.01644 0.306
H 2.86247 -1.90412 0.16815 0.369
H 1.59505 -1.75803 1.47149 0.364
H 0.63051 -1.11228 -1.33596 0.333
H 3.01604 0.61040 0.37894 0.204
H -1.09829 2.36027 -0.27622 0.331
H -0.82779 2.32346 1.28291 0.372
H 0.53773 2.15798 0.27005 0.277
H -2.69393 1.35449 -0.58913 0.282
H -3.81804 -0.67626 -0.90189 0.407
```

---

# C4H12

A cluster of 2 separate species, C4H12 in total in a non-equilibrium geometry (ωB97M-V with the def2-TZVPD basis set, OMol25).

As for the gap between HOMO and LUMO: 12.50 eV. The spin multiplicity is 1. The net charge is 0. For the energy relative to the best compared isomer or geometry (same formula, charge and spin), the calculation gives 11.1 kcal/mol. The lowest unoccupied orbital energy comes out at 1.16 eV. Its HOMO energy is -11.333 eV.

Structure (XYZ):
```
16
Properties=species:S:1:pos:R:3:mulliken_charge:R:1
C 2.02675 -0.82396 0.30244 -0.766
C 1.94896 0.67017 -0.03783 -1.002
H 3.03770 -1.23505 0.40165 0.334
H 1.71603 -0.91176 1.35403 0.246
H 1.44432 -1.46996 -0.31551 0.273
H 2.87422 1.09403 -0.44569 0.331
H 1.58083 1.32634 0.74684 0.326
H 1.32905 0.80314 -0.92752 0.284
C -2.44124 -0.34879 0.31751 -0.912
C -1.55083 0.47743 -0.58566 -0.455
H -3.27376 -0.83174 -0.17679 0.290
H -1.93516 -1.15287 0.85337 0.300
H -2.96371 0.26114 1.04736 0.271
H -1.89227 1.50896 -0.69705 0.353
H -0.51787 0.50875 -0.22754 -0.191
H -1.38303 0.12418 -1.60961 0.316
```